DFT (ωB97M-V/def2-TZVPD) results for C4H10OS as an isolated structure in a non-equilibrium geometry.

Last column: natural (NBO) charge in e.
Atoms and positions in Å:
C1 -2.465 1.021 -0.291  -0.566
C2 -2.142 -0.250 0.372  -0.650
C3 0.557 0.368 0.372  -0.592
C4 2.036 -0.296 0.049  -0.068
H1 -1.481 1.388 -1.593  0.207
H2 -3.766 1.418 -0.447  0.263
H3 -1.856 1.973 0.858  0.158
H4 -2.425 -0.182 1.511  0.241
H5 -2.730 -1.050 0.017  0.219
H6 0.394 1.207 -0.213  0.193
H7 0.530 0.847 1.432  0.229
H8 2.024 -0.896 0.982  0.177
H9 2.044 -0.914 -0.766  0.164
H10 2.692 1.203 -0.672  0.461
O1 3.153 0.548 -0.054  -0.686
S1 -0.536 -0.902 -0.230  0.250

As for the net charge: 0. Its relative energy (zero: lowest compared OMol25 entry of this formula, charge and spin) is 160.37 kcal/mol. The calculation puts the HOMO energy at -0.328 Ha. The calculation puts the lowest unoccupied orbital energy at 0.0136 Ha. The value obtained for the energy is -17185.871 eV. For the HOMO-LUMO gap, the calculation gives 0.342 hartree.


DFT (ωB97M-V/def2-TZVPD) results for C4H8O2Sc as an isolated structure in a non-equilibrium geometry.

Last column: natural (NBO) charge in e.
Atoms and positions in Å:
C1 1.749 -1.123 0.312  -0.707
C2 0.890 0.066 0.487  0.263
C3 -0.386 0.041 0.959  -0.264
C4 -1.204 1.189 0.785  0.324
O1 -2.377 1.257 1.211  -0.748
Sc1 -3.987 2.480 1.403  2.363
H1 2.276 -1.063 -0.652  0.340
H2 1.232 -2.064 0.535  0.276
H3 1.243 0.991 0.017  0.253
H4 2.539 -0.931 1.086  0.356
H5 -0.823 -0.853 1.410  0.281
H6 -0.782 2.052 0.244  0.231
H7 -0.659 -0.703 -2.020  0.453
O2 0.092 -0.364 -2.519  -0.934
H8 0.197 -0.975 -3.256  0.513

As for the net charge: +3. Its relative energy (zero: lowest compared OMol25 entry of this formula, charge and spin) is 1.71 kcal/mol. The calculation puts the HOMO energy (alpha / beta) at -0.750 / -0.749 Ha. The calculation puts the lowest unoccupied orbital energy (alpha / beta) at -0.6360 / -0.6359 Ha. The value obtained for the energy is -29035.897 eV. For the HOMO-LUMO gap (alpha / beta), the calculation gives 0.114 / 0.113 hartree.


DFT (ωB97M-V/def2-TZVPD) results for C5H8O2 as an isolated structure.

Last column: natural (NBO) charge in e.
Atoms and positions in Å:
O1 2.577 -0.004 0.452  -0.628
C1 1.726 -0.792 -0.078  0.224
C2 -0.220 -0.088 0.738  -0.455
C3 -0.885 1.018 0.242  0.036
C4 -1.979 0.198 -0.454  -0.554
C5 -1.067 -0.997 -0.086  0.578
O2 -0.976 -2.137 -0.463  -0.539
H1 2.347 0.953 0.036  0.460
H2 1.629 -1.791 0.342  0.202
H3 1.429 -0.579 -1.109  0.194
H4 0.378 -0.135 1.639  0.258
H5 -0.957 2.052 0.559  0.235
H6 1.185 1.768 -0.529  -0.477
H7 -2.314 0.382 -1.479  0.231
H8 -2.872 0.152 0.192  0.234

As for the net charge: 0. Its relative energy (zero: lowest compared OMol25 entry of this formula, charge and spin) is 160.92 kcal/mol. The calculation puts the HOMO energy (alpha / beta) at -0.287 / -0.287 Ha. The calculation puts the lowest unoccupied orbital energy (alpha / beta) at -0.0343 / -0.0343 Ha. The value obtained for the energy is -9402.854 eV. For the HOMO-LUMO gap (alpha / beta), the calculation gives 0.253 / 0.253 hartree.


DFT (ωB97M-V/def2-TZVPD) results for a single C20H18N6O3S molecule in a non-equilibrium geometry.

Last column: natural (NBO) charge in e.
Atoms and positions in Å:
C1 2.325 -3.672 0.853  -0.417
N1 1.761 -2.687 1.783  -0.436
C2 1.872 -1.335 1.512  0.671
O1 2.159 -0.870 0.416  -0.674
C3 1.423 -0.408 2.500  -0.090
C4 0.865 -0.843 3.663  0.362
N2 0.322 0.220 4.393  -0.483
C5 0.635 1.269 3.650  0.420
N3 1.307 0.946 2.511  -0.318
C6 1.385 2.067 1.547  -0.107
C7 0.281 2.024 0.467  0.661
O2 -0.691 2.765 0.553  -0.601
N4 0.418 1.130 -0.568  -0.627
C8 -0.380 0.997 -1.707  0.152
C9 -1.076 2.078 -2.343  -0.220
C10 -1.836 1.881 -3.502  -0.156
C11 -1.877 0.592 -4.095  -0.125
C12 -2.522 0.376 -5.413  0.093
N5 -2.765 1.336 -6.269  -0.435
C13 -3.433 0.848 -7.406  -0.059
C14 -3.654 -0.483 -7.417  -0.431
S1 -3.011 -1.251 -5.991  0.347
C15 -1.229 -0.491 -3.433  -0.190
C16 -0.467 -0.259 -2.283  -0.185
C17 1.234 3.217 2.554  -0.389
C18 0.365 2.692 3.755  -0.458
N6 0.793 -2.182 3.985  -0.413
C19 0.490 -2.623 5.335  -0.411
C20 1.246 -3.063 3.031  0.787
O3 1.286 -4.261 3.260  -0.632
H1 3.325 -3.993 1.184  0.215
H2 2.426 -3.250 -0.184  0.240
H3 1.664 -4.547 0.751  0.236
H4 2.386 2.138 1.062  0.235
H5 1.143 0.427 -0.418  0.443
H6 -1.029 3.093 -1.962  0.236
H7 -2.284 2.749 -4.011  0.240
H8 -3.767 1.479 -8.227  0.215
H9 -4.141 -0.996 -8.233  0.242
H10 -1.241 -1.518 -3.838  0.220
H11 0.084 -1.061 -1.861  0.208
H12 2.275 3.451 2.893  0.215
H13 0.830 4.156 2.110  0.250
H14 0.656 3.167 4.671  0.241
H15 -0.709 2.852 3.634  0.250
H16 -0.046 -1.808 5.880  0.239
H17 -0.162 -3.485 5.239  0.231
H18 1.362 -2.866 5.974  0.210

As for the net charge: 0. Its relative energy (zero: lowest compared OMol25 entry of this formula, charge and spin) is 0.00 kcal/mol. The calculation puts the HOMO energy at -0.298 Ha. The calculation puts the lowest unoccupied orbital energy at 0.0102 Ha. The value obtained for the energy is -46952.242 eV. For the HOMO-LUMO gap, the calculation gives 0.309 hartree.


DFT (ωB97M-V/def2-TZVPD) results for a 2-piece molecular cluster, C4H12 overall in a non-equilibrium geometry.

Last column: natural (NBO) charge in e.
Atoms and positions in Å:
C1 -1.379 1.893 0.348  -0.613
C2 -0.104 2.728 0.226  -0.612
H1 -2.057 1.895 -0.516  0.198
H2 -1.056 0.848 0.282  0.203
H3 -2.027 2.131 1.187  0.209
H4 0.578 2.521 -0.587  0.212
H5 0.327 2.665 1.231  0.205
H6 -0.395 3.781 0.173  0.198
C3 1.071 -3.044 -0.422  -0.625
C4 0.526 -1.630 -0.243  -0.611
H7 1.920 -3.126 0.263  0.214
H8 0.458 -3.795 0.094  0.204
H9 1.103 -3.198 -1.496  0.216
H10 1.250 -0.854 -0.487  0.202
H11 0.152 -1.467 0.773  0.201
H12 -0.367 -1.346 -0.825  0.199

As for the net charge: 0. Its relative energy (zero: lowest compared OMol25 entry of this formula, charge and spin) is 15.22 kcal/mol. The calculation puts the HOMO energy at -0.416 Ha. The calculation puts the lowest unoccupied orbital energy at 0.0402 Ha. The value obtained for the energy is -4341.868 eV. For the HOMO-LUMO gap, the calculation gives 0.457 hartree.